No. 1
41
Properties=species:S:1:pos:R:3:lowdin_spin:R:1 method="wB97M-V/def2-TZVPD" e_homo_ev="-0.62 / -5.94" spin_multiplicity=2 charge=-1 lumo_ev="2.081 / 2.079"
C 1.51732 -13.11917 16.95441 0.024
Cl 1.21628 -11.37792 17.18168 0.017
Cl 0.08701 -14.15832 17.39811 0.012
Cl 2.87925 -13.42257 17.98864 0.017
H 1.77961 -13.29400 15.91098 0.031
C -2.67300 -16.27697 17.58965 0.000
Cl -3.76587 -17.63711 17.84023 0.000
Cl -3.41837 -14.92778 16.66086 0.000
Cl -1.39068 -16.89405 16.59257 0.001
H -2.23718 -15.92259 18.52377 0.000
C -2.77396 -11.58787 15.74108 0.000
Cl -4.45815 -11.91661 15.18370 0.000
Cl -2.29201 -9.83895 15.96817 0.001
Cl -1.67896 -12.30376 14.56590 0.004
H -2.62309 -12.08968 16.69686 0.000
C 3.05006 -15.84940 10.35944 0.001
Cl 2.74279 -14.13711 10.78043 0.013
Cl 4.65391 -16.02909 9.62388 0.001
Cl 1.86657 -16.32551 9.09629 0.001
H 2.93660 -16.39242 11.29771 0.000
C -0.85171 -15.19889 13.06467 0.000
C -1.11519 -16.20506 12.02314 0.000
C -0.65739 -17.46042 12.67285 0.000
O 0.52866 -17.03523 13.36110 0.001
C 0.48167 -15.63624 13.69229 0.004
H -1.66992 -15.21904 13.78455 0.000
H -0.65771 -14.19890 12.67677 0.000
H -0.60318 -16.08389 11.06854 0.000
H -2.16681 -16.32781 11.76401 0.000
H -0.45019 -18.05581 11.78366 0.000
H -1.36740 -17.78617 13.43302 0.000
H 1.27875 -15.14838 13.13125 0.003
H 0.46232 -15.55820 14.77932 0.001
Br -0.07779 -10.04031 9.22093 0.178
C 1.09569 -10.25315 10.83217 0.081
C 0.56902 -11.29340 11.79251 0.255
Br 1.88869 -11.93703 13.23469 0.345
H 1.23500 -9.31535 11.36995 0.000
H 2.11199 -10.45789 10.49554 -0.001
H 0.28367 -12.15157 11.18404 0.002
H -0.36669 -10.91586 12.20482 0.007

No. 2
19
Properties=species:S:1:pos:R:3:mulliken_charge:R:1 method="wB97M-V/def2-TZVPD" e_homo_ev=-8.54 de_lowest_kcal_mol=56.32 lumo_ev=0.764
H -0.49382 -0.74423 2.34680 0.221
N -0.44219 0.24317 2.08922 -0.760
C -0.49464 0.41770 0.81503 -0.193
C -1.17486 -0.58022 -0.23461 0.930
C -1.27706 -0.14737 -1.50139 -0.918
C -1.97803 -1.74068 0.26080 -1.299
H -0.46601 1.45038 0.43956 0.406
H -0.73866 0.72529 -1.86167 0.269
H -1.81238 -0.72030 -2.25529 0.305
H -3.01023 -1.70448 -0.10631 0.343
H -1.52810 -2.68593 -0.06032 0.280
H -2.06435 -1.75898 1.35101 0.342
C 2.41468 1.50243 -0.45264 -0.683
N 2.07817 0.25000 0.20571 -0.599
H 1.60013 2.22260 -0.33667 0.209
H 2.55479 1.35003 -1.52520 0.280
H 3.31985 1.94766 -0.03318 0.289
H 2.03693 0.35521 1.22128 0.303
H 1.47580 -0.38226 -0.36214 0.275

Number 1: electronic energy -303029.658 eV. Number 2: electronic energy -8357.694 eV.